[1]
ORCA calculation (ωB97M-V/def2-TZVPD) on a cluster of 2 separate species, C5H11NO in total.

Structure (XYZ):
```
18
Properties=species:S:1:pos:R:3:forces:R:3:nbo_charge:R:1
C 0.967 -0.249 -2.210 0.15 -0.13 -0.15 -0.87
C -1.002 1.400 -0.752 -0.20 0.07 0.17 -0.25
N -0.424 0.757 0.211 0.09 -0.13 -0.19 -0.21
C 0.725 0.927 1.095 0.26 0.25 0.16 -0.23
C 0.080 -0.351 0.757 -0.19 0.08 0.21 -0.06
C -0.470 -1.504 1.491 0.14 -0.18 -0.25 -0.11
O -0.977 -1.159 2.775 -0.34 0.12 0.13 -0.71
H 1.311 0.781 -2.344 -0.03 -0.22 0.02 0.21
H 0.117 -0.431 -2.872 0.18 -0.01 0.02 0.21
H 1.776 -0.940 -2.439 0.04 0.02 -0.26 0.21
H -0.671 2.402 -0.988 -0.11 -0.07 0.18 0.20
H -1.734 0.887 -1.363 -0.04 0.07 0.17 0.20
H 1.649 1.222 0.588 -0.05 -0.11 0.15 0.18
H 0.523 1.437 2.039 -0.07 0.12 -0.16 0.18
H 0.688 -0.455 -1.168 0.17 0.03 -0.49 0.22
H -1.233 -2.013 0.885 0.08 0.12 0.06 0.18
H 0.331 -2.223 1.672 -0.10 0.07 0.02 0.20
H -1.656 -0.490 2.622 0.03 -0.09 0.21 0.46
```
Positions in Å, forces in eV/Å.

Calculated values
- ΔE to the lowest compared entry with this formula, charge and spin (eV) = 5.199
- net charge = 0
- max |F| (hartree/bohr) = 0.01006
- gap between HOMO and LUMO (spin up / spin down) (eV) = 8.146 / 8.145

[2]
ORCA calculation (ωB97M-V/def2-TZVPD) on a structure of composition C6H15N2 at a distorted geometry.

Structure (XYZ):
```
23
Properties=species:S:1:pos:R:3:forces:R:3:nbo_charge:R:1
C -0.947 1.449 0.436 -3.52 4.60 0.99 0.25
C -1.567 2.883 0.366 1.04 -0.15 -1.62 -0.70
C -0.713 -2.469 1.052 -2.13 0.11 0.78 -0.73
C 1.402 -1.065 0.508 -3.23 -3.29 -0.63 -0.76
C 1.298 1.814 -0.461 -1.67 -0.74 3.16 -0.43
C 0.340 -2.069 0.097 2.13 3.29 -0.31 0.48
N 0.145 1.068 0.112 5.01 -0.19 -2.64 -0.43
N 0.342 -2.346 -1.199 -1.67 -0.47 0.84 -0.69
H -1.478 3.385 1.344 -0.05 -0.30 -0.40 0.26
H -2.607 2.738 0.107 -0.39 0.14 0.24 0.24
H -1.152 3.565 -0.472 -0.34 -1.24 1.50 0.24
H -1.773 -1.929 0.868 2.31 -1.63 -0.21 0.27
H -0.759 -3.591 1.074 -0.54 1.01 -0.14 0.28
H -0.514 -2.140 2.098 0.41 -0.24 -0.90 0.26
H -1.507 0.763 0.990 -1.30 -1.15 0.82 0.17
H 2.148 -0.991 -0.214 1.65 0.08 -0.90 0.22
H 1.638 -1.272 1.487 1.25 -0.28 2.17 0.24
H 1.709 1.481 -1.339 0.40 -1.32 -2.25 0.22
H 2.029 1.654 0.320 0.55 0.50 0.05 0.22
H 1.005 2.791 -0.539 -0.15 2.69 -0.27 0.21
H -0.445 -2.674 -1.754 0.11 -0.33 0.61 0.42
H 1.079 -1.975 -1.734 0.99 0.39 -0.67 0.41
H 0.816 0.041 0.510 -0.85 -1.48 -0.23 0.36
```
Positions in Å, forces in eV/Å.

Calculated values
- ΔE to the lowest compared entry with this formula, charge and spin (eV) = 3.554
- net charge = +1
- max |F| (hartree/bohr) = 0.11435
- gap between HOMO and LUMO (eV) = 8.944

[3]
ORCA calculation (ωB97M-V/def2-TZVPD) on a structure of composition CH9P5 at a distorted geometry.

Structure (XYZ):
```
15
Properties=species:S:1:pos:R:3:forces:R:3:nbo_charge:R:1
C -0.609 -0.485 0.182 0.41 2.57 -1.78 -1.11
P -1.134 -1.020 1.868 0.31 0.46 -0.12 0.36
P 0.564 -1.845 -0.230 0.75 -0.24 0.27 0.32
P -1.779 -0.511 -1.333 1.40 -1.98 0.43 0.28
P 1.946 1.302 -1.200 -0.31 -3.59 -0.69 0.06
P 0.162 1.521 -0.027 -1.23 -1.99 1.40 0.25
H -0.125 -0.209 2.429 0.24 -0.36 0.48 -0.02
H -2.004 0.025 2.090 -0.90 0.53 0.12 -0.03
H 1.476 -1.301 -1.165 -0.37 0.16 -0.28 -0.01
H 1.462 -1.443 0.792 0.04 -0.36 0.17 -0.03
H -3.024 0.073 -1.108 -0.37 0.06 0.93 -0.01
H -2.031 -1.925 -0.985 -0.57 1.09 -0.71 -0.01
H 1.523 2.189 -2.083 -0.36 1.84 -1.68 -0.02
H 2.572 2.090 -0.364 1.49 1.98 1.42 -0.02
H 1.001 1.539 1.133 -0.55 -0.17 0.02 -0.03
```
Positions in Å, forces in eV/Å.

Calculated values
- ΔE to the lowest compared entry with this formula, charge and spin (eV) = 1.191
- net charge = 0
- max |F| (hartree/bohr) = 0.07127
- gap between HOMO and LUMO (eV) = 9.114

[4]
ORCA calculation (ωB97M-V/def2-TZVPD) on an isolated molecule of BrClH2N2 at a distorted geometry.

Structure (XYZ):
```
6
Properties=species:S:1:pos:R:3:forces:R:3:nbo_charge:R:1
N -0.863 0.105 -0.090 2.91 -1.21 -2.32 -0.57
N 0.416 -0.365 -0.596 -4.74 -1.23 1.37 -0.23
Cl 0.834 -1.798 0.223 -0.39 -0.11 -0.36 0.14
Br 1.825 1.130 0.169 2.13 2.58 0.70 -0.13
H -1.096 -0.019 0.878 0.06 -0.22 0.32 0.39
H -1.117 0.946 -0.584 0.03 0.19 0.29 0.40
```
Positions in Å, forces in eV/Å.

Calculated values
- ΔE to the lowest compared entry with this formula, charge and spin (eV) = 0.433
- net charge = 0
- max |F| (hartree/bohr) = 0.09894
- gap between HOMO and LUMO (spin up / spin down) (eV) = 8.865 / 6.818
- 2S+1 = 3

[5]
ORCA calculation (ωB97M-V/def2-TZVPD) on a structure of composition C31H42BrN3P2V at a distorted geometry.

Structure (XYZ):
```
80
Properties=species:S:1:pos:R:3:forces:R:3:lowdin_spin:R:1
C 2.749 4.735 -1.673 0.19 -0.45 -0.02 0.00
C 1.732 4.139 -2.454 0.87 0.59 -0.52 0.00
C 1.950 4.079 -3.852 0.09 -0.26 0.24 0.00
C 3.228 4.379 -4.349 -0.76 0.20 0.65 0.00
N 4.203 4.803 -3.551 0.89 -0.16 -0.31 0.00
C 3.998 4.993 -2.254 -1.11 -0.07 -0.07 0.00
C 0.570 3.608 -1.797 -1.69 -0.18 1.45 0.00
C -0.360 3.223 -1.087 1.41 1.18 -2.26 0.00
C -1.545 2.764 -0.451 -0.66 -0.62 0.55 0.01
C -1.806 1.381 -0.520 0.33 -0.16 0.23 0.02
C -2.570 0.773 0.486 0.33 2.56 -1.42 0.01
C -3.223 1.673 1.402 -0.58 -1.02 -0.43 -0.06
C -3.376 3.011 1.155 0.76 1.05 -1.25 0.00
C -2.449 3.588 0.268 -0.10 -0.28 -0.16 0.00
V -2.643 0.261 2.499 -2.74 -1.23 0.43 1.93
P 1.127 -0.352 -0.265 1.47 -0.67 -1.09 0.40
H 1.151 3.827 -4.550 0.20 -0.27 0.32 0.00
H 2.592 4.971 -0.622 -0.03 -0.31 -0.14 0.00
H 3.453 4.265 -5.417 -0.08 0.17 0.49 0.00
H 4.829 5.345 -1.634 -0.27 0.01 -0.38 0.00
H -2.424 4.663 0.085 0.07 -0.24 0.30 0.00
H -1.333 0.818 -1.319 -0.06 0.02 0.31 0.00
H -4.171 3.612 1.585 0.36 -0.05 0.44 0.00
H -2.763 -0.312 0.432 0.06 -0.01 0.38 0.00
C 1.858 -2.018 0.099 -0.80 -0.06 0.26 0.03
C 3.050 -2.482 -0.730 0.40 -0.12 -0.14 0.01
H 1.015 -2.718 -0.026 0.33 0.08 0.09 0.00
H 2.108 -2.018 1.172 -0.10 -0.01 -0.23 0.00
H 3.301 -3.511 -0.434 -0.08 0.26 -0.09 0.00
H 2.834 -2.496 -1.806 0.03 0.04 0.27 0.00
H 3.946 -1.870 -0.559 -0.33 -0.17 -0.10 0.00
C 1.480 0.021 -2.048 -0.59 -0.05 0.05 0.03
C 2.874 0.477 -2.457 0.40 0.16 -0.12 0.01
H 0.763 0.821 -2.290 0.11 -0.22 -0.10 0.00
H 1.185 -0.872 -2.623 -0.03 0.23 0.24 0.00
H 2.871 0.677 -3.536 -0.03 -0.07 0.21 0.00
H 3.158 1.420 -1.979 -0.03 -0.18 0.00 0.00
H 3.649 -0.276 -2.268 -0.24 0.24 -0.01 0.00
C 2.196 0.824 0.679 -0.80 0.44 0.38 0.07
C 3.681 0.499 0.834 0.36 -0.13 -0.08 0.02
H 1.734 0.876 1.680 0.19 0.12 -0.23 0.00
H 2.055 1.813 0.214 -0.04 -0.23 0.12 0.00
H 4.149 1.282 1.446 -0.16 -0.19 -0.10 0.01
H 3.843 -0.458 1.344 -0.02 0.23 -0.12 0.00
H 4.217 0.483 -0.123 -0.22 -0.04 0.28 0.00
Br -3.937 -1.174 3.752 -0.38 -0.16 0.22 0.02
P -1.488 -1.934 -1.880 -0.22 -0.86 -0.87 0.24
C -0.630 -3.110 -3.047 0.67 0.48 0.34 0.03
C -1.301 -4.419 -3.432 -0.34 -0.26 -0.15 0.01
H 0.332 -3.334 -2.561 -0.13 0.04 -0.16 0.00
H -0.387 -2.536 -3.953 0.02 -0.01 0.24 0.00
H -0.599 -5.018 -4.024 -0.13 0.13 0.13 0.00
H -1.592 -5.017 -2.568 0.08 0.03 -0.02 0.00
H -2.194 -4.269 -4.043 0.12 0.03 0.07 0.00
C -2.540 -3.022 -0.830 0.35 0.26 0.45 0.03
C -3.954 -3.343 -1.312 -0.19 -0.24 -0.01 0.01
H -2.575 -2.491 0.140 -0.13 -0.46 -0.13 0.00
H -1.964 -3.948 -0.677 -0.14 0.32 0.12 0.00
H -4.428 -3.982 -0.553 0.02 0.20 -0.26 0.00
H -4.572 -2.441 -1.426 0.18 -0.34 -0.01 0.00
H -3.951 -3.906 -2.259 0.01 0.29 0.36 0.00
C -2.672 -1.004 -2.950 0.34 0.64 0.45 0.04
C -3.132 -1.609 -4.268 -0.24 -0.16 -0.21 0.01
H -2.173 -0.043 -3.151 -0.24 -0.14 -0.02 0.00
H -3.529 -0.785 -2.299 0.14 0.14 -0.17 0.00
H -3.756 -0.868 -4.783 0.16 -0.19 0.06 0.00
H -2.293 -1.854 -4.926 -0.17 0.04 0.10 0.00
H -3.745 -2.506 -4.127 0.17 0.17 -0.01 0.00
N 0.643 -0.467 8.107 -0.60 0.20 -2.49 0.01
C 0.392 -0.380 6.968 0.67 -0.11 2.13 0.00
C 0.111 -0.282 5.559 -0.15 -0.02 -0.45 0.02
C -0.137 -1.442 4.811 0.07 -0.32 0.21 0.00
C -0.600 -1.338 3.513 -0.18 1.42 0.06 0.02
N -0.862 -0.083 2.992 4.00 -0.48 0.54 -0.01
C -0.288 1.029 3.575 -0.75 -1.14 0.44 0.03
C 0.119 0.956 4.895 0.27 0.19 0.05 0.00
H -0.032 -2.420 5.278 0.05 0.20 -0.16 0.00
H -0.789 -2.201 2.867 -0.31 0.38 0.42 0.00
H -0.225 1.944 2.972 -0.41 -0.31 0.36 0.00
H 0.426 1.858 5.408 0.10 -0.08 0.01 0.00
```
Positions in Å, forces in eV/Å.

Calculated values
- ΔE to the lowest compared entry with this formula, charge and spin (eV) = 0.000
- net charge = +2
- max |F| (hartree/bohr) = 0.07905
- gap between HOMO and LUMO (spin up / spin down) (eV) = 6.575 / 5.182
- 2S+1 = 4

[6]
ORCA calculation (ωB97M-V/def2-TZVPD) on an isolated molecule of C8H17O3P at a distorted geometry.

Structure (XYZ):
```
29
Properties=species:S:1:pos:R:3:forces:R:3:nbo_charge:R:1
C 3.800 -2.140 0.293 -0.54 0.05 0.09 -0.60
C 2.654 -1.182 -0.047 0.84 -0.04 -0.16 -0.40
C 3.119 0.282 -0.051 -0.29 -0.07 0.26 -0.39
C 2.062 1.332 0.352 0.34 0.05 -0.30 -0.42
C 0.634 0.876 0.169 -0.05 -0.10 0.52 -0.07
O -0.195 2.050 0.090 -0.33 0.12 -0.52 -0.54
C -1.420 1.804 -0.434 -0.30 0.64 -1.11 1.00
O -1.719 2.057 -1.586 0.48 -0.44 1.87 -0.57
O -2.287 1.324 0.497 0.28 -0.10 -0.65 -0.78
P -2.831 -0.281 0.327 -0.33 -0.31 0.10 1.07
C -4.425 -0.022 1.186 0.56 0.50 -0.02 -0.96
C -3.468 -0.368 -1.386 -0.10 0.06 -0.32 -0.99
H 4.225 -1.890 1.261 0.19 0.06 0.08 0.20
H 3.406 -3.151 0.369 0.11 -0.19 -0.09 0.21
H 4.573 -2.119 -0.468 0.21 0.01 -0.05 0.20
H 1.857 -1.360 0.668 -0.26 0.07 0.02 0.20
H 2.321 -1.439 -1.050 -0.47 -0.08 0.01 0.20
H 3.967 0.358 0.626 0.12 0.15 0.08 0.20
H 3.496 0.536 -1.038 0.10 -0.07 -0.16 0.20
H 2.196 2.216 -0.267 -0.02 0.11 -0.05 0.22
H 2.227 1.662 1.374 -0.14 -0.04 0.21 0.21
H 0.299 0.281 1.018 -0.07 -0.12 0.05 0.18
H 0.513 0.267 -0.726 -0.01 0.10 -0.27 0.18
H -4.205 0.179 2.229 -0.15 -0.11 0.22 0.24
H -4.918 0.855 0.769 -0.18 -0.03 -0.09 0.23
H -5.040 -0.906 1.082 -0.13 -0.18 0.05 0.23
H -3.645 0.602 -1.843 0.05 0.15 0.14 0.27
H -4.416 -0.904 -1.394 -0.06 -0.17 0.16 0.23
H -2.780 -0.915 -2.021 0.15 -0.02 -0.08 0.24
```
Positions in Å, forces in eV/Å.

Calculated values
- ΔE to the lowest compared entry with this formula, charge and spin (eV) = 0.156
- net charge = 0
- max |F| (hartree/bohr) = 0.03841
- gap between HOMO and LUMO (eV) = 9.938
- structure (SMILES) = CCCCCOC(=O)OP(C)C

[7]
ORCA calculation (ωB97M-V/def2-TZVPD) on a cluster of 2 separate species, C5H8IN2S in total at a distorted geometry.

Structure (XYZ):
```
17
Properties=species:S:1:pos:R:3:forces:R:3:nbo_charge:R:1
C 0.745 -1.399 0.365 1.04 1.52 -0.99 -0.41
C 0.663 0.141 0.685 -0.33 -0.59 1.73 -0.35
C 2.209 -1.817 0.242 -0.96 -0.78 0.06 0.50
C 0.364 -1.591 -1.098 -1.38 3.74 -0.51 -0.19
C -0.065 -0.419 -1.614 0.32 -0.02 0.36 -0.33
N 2.651 -2.853 -0.185 1.88 1.12 0.33 -0.53
N -3.264 3.340 0.879 1.57 -0.38 -0.21 -1.10
S -0.371 0.882 -0.454 0.50 0.03 0.15 0.51
I 3.060 0.614 0.460 -0.86 -1.30 -0.03 0.24
H 0.062 -1.882 1.026 0.06 -1.02 0.86 0.30
H 0.456 0.433 1.782 0.65 -0.50 -1.90 0.29
H 0.454 -2.415 -1.742 0.57 -1.29 -0.12 0.26
H -0.142 -0.017 -2.614 -0.46 -0.95 -0.39 0.26
H 3.623 -3.067 -0.501 -1.06 0.09 0.46 0.45
H -3.389 4.308 0.995 -0.39 0.94 0.13 0.38
H -3.381 2.798 1.692 -0.41 -0.38 0.89 0.36
H -3.676 2.945 0.080 -0.75 -0.23 -0.82 0.36
```
Positions in Å, forces in eV/Å.

Calculated values
- ΔE to the lowest compared entry with this formula, charge and spin (eV) = 2.440
- net charge = +1
- max |F| (hartree/bohr) = 0.07824
- gap between HOMO and LUMO (eV) = 6.063

Look up the max |F| of the sixth one. 0.03841 hartree/bohr

ΔE to the lowest compared entry with this formula, charge and spin of number 7 (C5H8IN2S)? 2.440 eV

Among the records above, which one has the lowest max |F|? C5H11NO